C18H25FN6O in the gas phase at a distorted geometry, computed with ωB97M-V with the def2-TZVPD basis set.

The geometry in XYZ format:
```
51
Properties=species:S:1:pos:R:3:forces:R:3:lowdin_charge:R:1
C -8.90352 -1.77341 0.17930 0.2 0.3 -0.1 -0.087
C -8.35276 -0.55246 -0.56756 -0.2 -0.1 0.0 -0.254
N -6.95143 -0.24720 -0.37091 0.1 0.0 0.0 -0.191
C -6.03332 -1.25483 -0.86156 0.2 0.1 -0.2 -0.185
C -4.62193 -0.67059 -0.87190 -0.2 -0.3 0.0 -0.178
N -4.26473 -0.29921 0.48321 -0.1 0.0 0.0 -0.181
C -2.86690 -0.00894 0.68632 0.2 0.2 -0.1 -0.178
C -2.30010 1.21074 -0.07502 -0.3 -0.3 -0.1 -0.158
N -0.89613 1.37893 0.19152 0.0 0.0 0.3 0.063
C 0.06465 1.04768 -0.69615 -0.2 0.1 0.1 -0.466
O -0.14462 0.66935 -1.83409 0.1 -0.1 -0.2 0.062
C 1.42348 1.21751 -0.14419 1.0 -0.1 -0.4 -0.184
C 2.64969 1.07305 -0.76658 -0.6 0.1 0.3 0.043
N 3.54748 1.34936 0.19916 -0.9 0.1 -0.6 -0.133
C 4.98307 1.29627 0.12807 0.6 -0.1 0.1 -0.066
C 5.46526 -0.12654 0.27678 0.2 0.0 -0.2 -0.141
C 5.10044 -0.88319 1.38381 0.1 -0.1 -0.1 -0.027
C 5.52308 -2.19353 1.51436 -0.1 0.0 0.1 -0.077
C 6.32177 -2.76900 0.53922 0.0 0.1 0.0 -0.076
C 6.69836 -2.03505 -0.57118 0.0 0.1 -0.1 -0.006
C 6.26180 -0.72835 -0.68708 -0.1 0.0 0.3 -0.229
F 6.62782 -0.01527 -1.77562 0.0 0.0 0.0 0.061
N 2.92108 1.63103 1.33716 0.9 0.3 0.9 0.041
N 1.66173 1.56004 1.14592 -0.6 0.0 -0.1 0.059
C -5.18156 0.70933 0.97433 -0.2 -0.1 0.2 -0.184
C -6.59301 0.12374 0.98217 0.1 0.3 0.0 -0.187
H -8.37971 -2.67781 -0.11996 0.0 -0.1 0.0 0.064
H -9.95849 -1.89496 -0.05245 -0.1 -0.1 0.0 0.068
H -8.80028 -1.64803 1.25433 0.0 -0.1 0.1 0.063
H -8.91881 0.33477 -0.26708 0.0 0.0 -0.1 0.111
H -8.50090 -0.69509 -1.64240 -0.1 0.1 0.0 0.112
H -6.32490 -1.53308 -1.87670 0.0 0.0 0.0 0.124
H -6.03084 -2.15883 -0.22936 0.0 0.0 -0.1 0.122
H -3.91240 -1.41803 -1.23201 0.0 0.0 0.0 0.126
H -4.60782 0.19368 -1.55548 0.0 -0.1 0.0 0.125
H -2.71327 0.14434 1.75992 0.1 0.0 0.0 0.119
H -2.29700 -0.89325 0.38542 0.1 0.1 0.1 0.124
H -2.39780 1.05858 -1.15205 -0.1 0.1 0.1 0.116
H -2.83495 2.11950 0.21620 0.0 0.0 -0.1 0.120
H -0.59696 1.62050 1.12518 0.1 0.0 -0.1 0.125
H 2.91322 0.81543 -1.76935 0.1 -0.1 -0.2 0.138
H 5.31468 1.71614 -0.82461 -0.1 0.0 0.2 0.132
H 5.36482 1.90830 0.95071 -0.1 0.0 -0.2 0.138
H 4.47580 -0.43005 2.13981 -0.1 0.0 0.1 0.111
H 5.22910 -2.76706 2.37955 0.0 -0.1 0.1 0.104
H 6.65233 -3.79096 0.64096 0.0 -0.1 0.0 0.106
H 7.31760 -2.45699 -1.34660 0.1 0.0 -0.1 0.119
H -4.89176 0.98720 1.99041 0.0 0.0 0.0 0.123
H -5.18422 1.61280 0.34200 0.0 0.0 0.1 0.122
H -7.30172 0.87320 1.34221 0.0 0.0 0.0 0.123
H -6.60585 -0.73962 1.66892 0.0 0.1 0.0 0.122
```
Positions in Å, forces in eV/Å.

Structure (SMILES): CCN1CCN(CCNC(=O)c2cn(Cc3ccccc3F)nn2)CC1
F_max, hartree/bohr: 0.0255
Energy relative to the best compared isomer or geometry (same formula, charge and spin), kcal per mole: 3.85
Kohn-Sham gap, Ha: 0.33048
HOMO energy, hartree: -0.3023